{"formula": "C11H54NaO18", "method": "ωB97M-V/def2-TZVPD", "orbital_gap_ha": 0.26866, "lumo_ev": 1.94, "max_force_ev_per_a": 2.03, "e_homo_ev": -5.37, "total_charge": -1, "species": ["Na", "O", "C", "C", "O", "H", "H", "H", "H", "O", "H", "H", "O", "H", "H", "O", "H", "H", "O", "H", "H", "O", "H", "H", "O", "H", "H", "O", "H", "H", "O", "H", "H", "O", "H", "H", "O", "H", "H", "O", "H", "H", "O", "H", "H", "O", "H", "H", "C", "C", "C", "O", "H", "H", "H", "H", "H", "H", "H", "H", "C", "C", "C", "O", "H", "H", "H", "H", "H", "H", "H", "H", "C", "C", "C", "O", "H", "H", "H", "H", "H", "H", "H", "H"], "coordinates": [[1.09169, 7.11414, -35.65049], [1.09917, 5.40063, -37.60738], [1.00346, 6.20310, -38.79488], [1.54474, 7.74355, -38.77100], [1.13131, 8.77832, -37.87390], [-0.03655, 6.17412, -39.11988], [1.40420, 5.52571, -39.54895], [1.41416, 8.06111, -39.80550], [2.60757, 7.51717, -38.68588], [1.47820, 2.71618, -39.16610], [1.40746, 3.47271, -38.58396], [2.38461, 2.42374, -39.07051], [-1.92879, 4.45289, -39.42223], [-1.18553, 4.59462, -38.83595], [-1.53301, 4.31927, -40.28347], [5.17214, 6.94153, -38.20480], [5.03327, 7.81414, -38.57292], [6.11642, 6.89120, -38.05634], [-2.98399, 7.49504, -38.98683], [-2.99794, 8.03218, -39.77899], [-2.51279, 6.70214, -39.24279], [3.75772, 5.00746, -36.95530], [4.29034, 5.69351, -37.35765], [2.85542, 5.25383, -37.15871], [-0.05523, 3.45288, -41.55187], [-0.54977, 2.63632, -41.62173], [0.64867, 3.25503, -40.93412], [1.04841, 2.92929, -35.98828], [1.24607, 3.78939, -36.35895], [1.61996, 2.32611, -36.46337], [2.32895, 11.03583, -39.11278], [1.89232, 10.29478, -38.69274], [2.05115, 10.99093, -40.02768], [-0.75816, 10.41150, -39.42470], [-0.15206, 9.76285, -39.06672], [-0.32046, 10.74159, -40.20936], [-1.78663, 5.32455, -36.33365], [-2.40737, 5.41210, -37.05702], [-0.92982, 5.27437, -36.75742], [-0.02278, 11.23192, -36.67007], [0.35607, 10.43920, -37.04994], [-0.52745, 11.62242, -37.38356], [3.56518, 9.86180, -36.33747], [3.67775, 8.97897, -35.98511], [2.94309, 9.75543, -37.05715], [-1.67074, 8.51137, -36.59476], [-2.28515, 8.87880, -37.23016], [-0.80832, 8.65354, -36.98495], [4.11297, 8.72038, -41.13065], [5.17120, 9.61663, -40.42120], [5.25228, 11.04740, -41.02099], [4.87275, 9.71638, -39.06109], [3.95784, 7.77018, -40.61961], [4.52801, 8.41837, -42.09223], [3.14398, 9.19122, -41.29629], [6.16829, 9.20537, -40.57862], [5.47063, 10.95295, -42.08471], [5.94640, 11.65394, -40.43928], [4.31349, 11.60109, -41.00641], [3.95210, 9.98411, -39.01289], [2.09484, 10.90415, -43.73670], [0.76518, 10.73079, -43.01287], [0.32624, 9.29023, -42.94619], [0.95032, 11.33241, -41.71275], [2.34686, 11.96453, -43.75093], [2.19755, 10.66271, -44.79465], [2.88224, 10.39540, -43.18057], [0.03857, 11.29389, -43.59858], [0.38291, 8.85474, -43.94381], [-0.66953, 9.15731, -42.52325], [1.01938, 8.64795, -42.40291], [1.60707, 12.02691, -41.80192], [6.52542, 4.48677, -42.22136], [5.65996, 4.23845, -40.99561], [4.15140, 4.58292, -41.28052], [5.79969, 2.90748, -40.58857], [6.04722, 3.85319, -42.96835], [7.57150, 4.22406, -42.06388], [6.49496, 5.54305, -42.48868], [6.02264, 4.84868, -40.16845], [3.64679, 4.53989, -40.31531], [3.62190, 3.94962, -41.99232], [3.99224, 5.57397, -41.70546], [5.41377, 2.39915, -41.30569]], "mulliken_charge": [0.90, -0.46, -0.40, 1.41, -0.71, 0.11, 0.05, -0.40, -0.59, -0.71, 0.28, 0.31, -0.65, 0.21, 0.36, -0.51, 0.26, 0.19, -0.58, 0.27, 0.35, -0.72, 0.47, 0.29, -0.68, 0.32, 0.35, -0.70, 0.22, 0.31, -0.74, 0.19, 0.43, -0.73, 0.14, 0.34, -0.69, 0.32, 0.29, -0.67, 0.26, 0.36, -0.69, 0.29, 0.31, -0.64, 0.28, 0.36, 0.50, 0.31, -1.38, -0.61, -0.50, 0.58, -0.62, 0.38, 0.42, 0.37, 0.16, 0.41, -1.34, 0.63, -1.19, -0.55, 0.45, 0.43, 0.18, 0.23, 0.43, 0.32, 0.13, 0.26, -1.29, 0.45, -0.83, -0.57, 0.33, 0.33, 0.29, 0.14, 0.14, 0.50, 0.17, 0.39]}

{"formula": "C11H6ClN2O4PdSe3Te", "method": "ωB97M-V/def2-TZVPD", "orbital_gap_ha": [0.19349, 0.19167], "lumo_ev": [0.85, 0.89], "max_force_ev_per_a": 1.11, "e_homo_ev": [-4.42, -4.32], "total_charge": -1, "species": ["Pd", "O", "C", "O", "C", "C", "Cl", "N", "N", "C", "C", "O", "O", "C", "C", "C", "C", "C", "C", "H", "H", "H", "H", "H", "H", "Se", "Se", "Te", "Se"], "coordinates": [[1.28629, -2.10809, 1.32907], [3.83929, 1.77433, -2.57065], [2.62168, 2.22573, -2.39096], [2.23613, 3.25626, -2.89852], [1.70747, 1.40665, -1.52394], [0.38909, 1.72366, -1.26479], [-0.46937, 3.04886, -1.90290], [-0.13813, 0.75740, -0.45588], [0.80449, -0.16266, -0.17987], [1.90435, 0.19753, -0.80015], [3.12685, -0.69206, -0.65397], [4.15278, -0.35637, -1.28006], [3.02620, -1.70367, 0.07505], [-1.43833, 0.54556, 0.11498], [-2.41028, 1.53539, 0.23443], [-3.63079, 1.23565, 0.82448], [-3.90404, -0.03619, 1.29926], [-2.93646, -1.02073, 1.16724], [-1.71891, -0.73546, 0.57740], [4.00276, 0.88390, -2.07663], [-2.23578, 2.53945, -0.09625], [-4.37109, 2.02084, 0.91280], [-4.85661, -0.25564, 1.76420], [-3.11860, -2.02633, 1.52338], [-0.99578, -1.52882, 0.44610], [1.69285, -1.07664, 3.55597], [0.13780, -2.77295, 3.31588], [1.18280, -4.63116, 1.52601], [0.11332, -4.04443, -0.57168]], "mulliken_charge": [0.38, -0.58, 0.51, -0.64, -0.35, 0.51, -0.18, 0.42, -0.55, 0.00, 1.19, -0.82, -0.63, 0.71, -0.52, -0.70, -0.42, -0.77, 0.36, 0.48, 0.31, 0.35, 0.38, 0.39, 0.00, -0.33, -0.19, 0.04, -0.35]}

{"formula": "C11H71NO27S", "method": "ωB97M-V/def2-TZVPD", "orbital_gap_ha": 0.33194, "lumo_ev": -0.04, "max_force_ev_per_a": 0.64, "e_homo_ev": -9.08, "total_charge": 0, "species": ["C", "N", "C", "C", "C", "C", "C", "C", "C", "C", "C", "C", "O", "S", "O", "O", "H", "H", "H", "H", "H", "H", "H", "H", "H", "H", "H", "H", "H", "H", "H", "H", "H", "H", "H", "H", "H", "H", "H", "O", "H", "H", "O", "H", "H", "O", "H", "H", "O", "H", "H", "O", "H", "H", "O", "H", "H", "O", "H", "H", "O", "H", "H", "O", "H", "H", "O", "H", "H", "O", "H", "H", "O", "H", "H", "O", "H", "H", "O", "H", "H", "O", "H", "H", "O", "H", "H", "O", "H", "H", "O", "H", "H", "O", "H", "H", "O", "H", "H", "O", "H", "H", "O", "H", "H", "O", "H", "H", "O", "H", "H"], "coordinates": [[4.45696, -0.31399, -0.30212], [3.54550, 0.49736, 0.48798], [2.93377, -0.23659, 1.59167], [1.51159, 0.24433, 1.86076], [0.58572, -0.88313, 2.36974], [0.30940, -1.98060, 1.30598], [0.50984, -1.66256, -0.17931], [-0.59433, -0.93403, -0.95655], [-1.93130, -1.66122, -0.82352], [-0.69989, 0.56030, -0.69642], [-0.70092, -0.32208, 2.99137], [-0.41125, 0.40370, 4.31061], [0.98185, 0.83461, 4.38083], [1.50398, 1.56734, 3.08330], [0.51357, 2.53572, 2.70122], [2.82172, 2.00115, 3.44368], [3.99403, -1.24750, -0.66185], [4.77390, 0.25862, -1.17261], [5.32896, -0.56444, 0.30179], [2.81106, 0.83124, -0.12649], [3.54080, -0.10708, 2.48809], [2.91174, -1.31690, 1.39844], [1.08780, 0.74102, 0.98814], [1.13119, -1.34907, 3.19707], [0.95752, -2.82652, 1.53948], [-0.70806, -2.34367, 1.46513], [0.67215, -2.62100, -0.67982], [1.43998, -1.10600, -0.32001], [-0.29434, -1.02138, -2.00506], [-1.72115, -2.73277, -0.89593], [-2.59817, -1.41733, -1.64603], [-2.41160, -1.48773, 0.14106], [-0.93443, 0.81952, 0.33621], [-1.51722, 0.95692, -1.29974], [0.19781, 1.08009, -1.03138], [-1.20375, 0.36414, 2.31086], [-1.36808, -1.15709, 3.20316], [-0.54341, -0.23070, 5.18192], [-1.02627, 1.29334, 4.42050], [-0.67551, 4.12479, 0.52862], [-0.27921, 3.58685, 1.23222], [0.05633, 4.36268, -0.05464], [-3.49640, 4.26845, 1.40522], [-2.61549, 4.07277, 1.05493], [-3.86139, 4.92935, 0.81088], [-2.20973, -0.04606, -3.62736], [-2.33470, -0.79095, -4.22493], [-1.81534, 0.64552, -4.16941], [5.81410, 1.05910, 2.47231], [5.02274, 1.33816, 2.94732], [6.37967, 0.64891, 3.13310], [3.17024, 0.95859, 6.32511], [2.62239, 1.36852, 5.63924], [4.03643, 1.37051, 6.22600], [4.54605, -0.28736, 8.87225], [4.04943, 0.17552, 8.18881], [5.42012, 0.11344, 8.87409], [4.76179, -1.01049, 4.82292], [4.00697, -0.59780, 5.26698], [5.27521, -1.40280, 5.53654], [-4.63500, -2.95622, 0.67775], [-5.28079, -2.50708, 1.23803], [-4.12979, -3.50848, 1.28183], [-1.73096, -4.12361, -3.15745], [-2.56016, -4.40646, -2.75768], [-1.06791, -4.77357, -2.87727], [0.41184, 2.81206, -2.61207], [-0.07778, 3.63226, -2.76001], [1.28467, 2.99023, -2.98294], [-3.58605, -4.96292, -5.42048], [-4.36902, -5.05823, -4.87251], [-2.84891, -4.77818, -4.82089], [-2.47932, 3.80505, -2.26388], [-3.19824, 4.17138, -1.73958], [-1.97609, 3.27291, -1.63207], [0.94417, -4.52132, -2.53705], [1.70629, -5.01722, -2.86102], [0.84366, -3.77625, -3.13976], [-6.46915, -0.95557, 0.01013], [-5.72184, -1.44541, -0.35573], [-6.56541, -0.19700, -0.58469], [3.75090, -5.27138, -2.00611], [4.35118, -6.01929, -1.93021], [4.15593, -4.56687, -1.49116], [-1.40756, -4.76718, -7.59629], [-2.12889, -4.86249, -6.96150], [-0.62665, -4.59349, -7.06373], [2.40544, 2.61692, -4.84343], [3.27978, 2.34874, -5.14931], [1.78481, 2.29127, -5.50463], [-8.63118, -2.00255, -1.64199], [-9.39361, -2.06194, -1.05979], [-7.87481, -1.87057, -1.04672], [5.28821, 1.84165, -3.41295], [6.10980, 1.36910, -3.24610], [5.33212, 2.61535, -2.84112], [0.77870, 0.42268, 8.01595], [1.02837, -0.09828, 8.78508], [1.60995, 0.61363, 7.56319], [-3.72781, 1.42896, 0.74690], [-3.68948, 0.53933, 1.11128], [-3.76143, 2.02198, 1.50574], [1.79838, 5.05463, -6.72276], [1.92472, 4.38239, -6.04182], [2.66047, 5.15514, -7.13621], [-7.03349, 0.72865, -2.46180], [-6.48559, 1.08054, -3.16966], [-7.68372, 0.15588, -2.88562], [-0.00354, 6.36941, -1.48355], [-0.70602, 6.19021, -0.84674], [0.67039, 6.83747, -0.97992]], "mulliken_charge": [-0.76, -0.18, -1.23, 1.70, 0.21, -1.97, -0.62, 1.29, -1.65, -0.67, -0.53, -0.96, -0.38, 1.56, -0.98, -0.68, 0.18, 0.23, 0.28, 0.30, 0.43, 0.38, -0.82, 0.51, 0.43, 0.60, 0.55, -0.02, 0.29, 0.34, 0.47, 0.22, -0.37, 0.42, 0.05, -0.16, 0.75, 0.38, 0.37, -0.48, 0.34, 0.30, -0.61, 0.32, 0.30, -0.55, 0.27, 0.27, -0.57, 0.27, 0.29, -0.54, 0.17, 0.35, -0.63, 0.32, 0.31, -0.64, 0.34, 0.30, -0.63, 0.30, 0.26, -0.72, 0.30, 0.36, -0.46, 0.26, 0.21, -0.67, 0.29, 0.44, -0.62, 0.28, 0.30, -0.66, 0.26, 0.32, -0.71, 0.42, 0.31, -0.57, 0.29, 0.29, -0.64, 0.37, 0.29, -0.60, 0.25, 0.34, -0.64, 0.29, 0.38, -0.62, 0.29, 0.32, -0.64, 0.31, 0.35, -0.55, 0.21, 0.31, -0.64, 0.37, 0.30, -0.64, 0.31, 0.32, -0.63, 0.31, 0.31]}

We obtain M values of 497.52 736.53 681.74 g mol⁻¹ for the records listed above, in that order.